The following is a quantum chemistry calculation of a molecular structure, C9H18Br2, from the OMol25 dataset.

As for the multiplicity: 1. The calculation puts the frontier orbital gap (spin up / spin down) at 6.9 / 8.2 eV. The LUMO energy (spin up / spin down) comes out at -0.2 / 0.5 eV. Its energy relative to the best compared isomer or geometry (same formula, charge and spin) is 279.5 kJ/mol.

Last column: Mulliken charge in e.
Positions of all 29 atoms, in Å:
C (-1.6810, -1.1107, -0.9513)  -1.636
C (0.3816, -2.5334, -1.2192)  -1.222
C (-0.6882, -2.3694, 1.0983)  -1.279
C (-0.1508, 1.5735, 1.2967)  -1.721
C (1.8509, 2.6760, 0.3566)  -1.761
C (0.0190, 1.7595, -1.1778)  -1.428
C (-0.5413, -1.8510, -0.3163)  1.530
C (0.7901, 1.5257, 0.1390)  2.029
C (1.3046, 0.1569, 0.0873)  -0.462
Br (2.0109, -0.7000, 1.6062)  -0.092
Br (2.5419, -0.1742, -1.3340)  -0.131
H (-2.1326, -0.4167, -0.1384)  0.225
H (-2.4095, -1.9214, -1.0993)  0.550
H (-1.4229, -0.7701, -2.0364)  0.285
H (0.4930, -3.5986, -0.8724)  0.319
H (0.1416, -2.5237, -2.3186)  0.328
H (1.5443, -2.2069, -1.2844)  0.150
H (-0.9732, -1.5166, 1.6941)  0.269
H (0.3468, -2.6965, 1.3171)  0.402
H (-1.6116, -3.0827, 1.0732)  0.360
H (-0.6549, 2.5152, 1.6862)  0.388
H (-0.9523, 0.8479, 1.3488)  0.113
H (0.3807, 1.4767, 2.2341)  0.524
H (2.2704, 2.5461, 1.3900)  0.337
H (2.4699, 2.6358, -0.4928)  0.483
H (1.2135, 3.5393, 0.4976)  0.449
H (-0.2284, 2.8060, -1.3518)  0.434
H (0.5622, 1.4298, -2.0593)  0.334
H (-0.9420, 1.2709, -1.0912)  0.224

The following is a quantum chemistry calculation of a molecular structure, C24H32BrN9O3PdS2, from the OMol25 dataset.

As for the multiplicity: 1. The calculation puts the frontier orbital gap at 8.2 eV. The LUMO energy comes out at 0.1 eV. Its energy relative to the best compared isomer or geometry (same formula, charge and spin) is 0.0 kJ/mol.

Last column: Mulliken charge in e.
Positions of all 72 atoms, in Å:
Pd (-0.7229, -0.1564, 0.1859)  0.735
C (0.5210, 2.1444, 3.5248)  -0.944
N (0.0369, 0.8396, 3.9637)  0.179
C (-1.2473, 0.8917, 4.6381)  -0.998
C (0.4810, -0.3198, 3.4178)  0.281
S (-0.5197, -1.6748, 3.2401)  -0.372
N (1.7804, -0.3740, 3.0553)  0.370
C (2.8195, 0.3529, 3.7735)  -1.161
C (2.2792, -1.4733, 2.2380)  -1.157
H (-0.2988, 2.6815, 3.0431)  0.463
H (1.3184, 2.0357, 2.7985)  0.086
H (0.8833, 2.7302, 4.3727)  0.364
H (-1.2340, 1.7445, 5.3181)  0.333
H (-1.4118, -0.0212, 5.2022)  0.385
H (-2.0714, 1.0198, 3.9301)  0.282
H (2.3993, 0.8738, 4.6288)  0.376
H (3.3343, 1.0696, 3.1292)  0.275
H (3.5564, -0.3667, 4.1358)  0.432
H (1.5995, -1.6793, 1.4159)  0.243
H (2.4050, -2.3795, 2.8357)  0.354
H (3.2386, -1.1679, 1.8224)  0.405
C (-4.6731, -3.5425, 1.6190)  -1.317
C (-3.7757, -2.8831, 0.6303)  0.845
C (-3.7112, -2.9622, -0.7476)  -1.438
C (-2.6495, -2.1208, -1.1363)  0.250
N (-2.1395, -1.5517, -0.0535)  0.666
N (-2.8276, -2.0107, 1.0031)  0.139
C (-2.1102, -1.8737, -2.5023)  -0.388
H (-5.2782, -4.2983, 1.1240)  0.347
H (-5.3414, -2.8167, 2.0836)  0.287
H (-4.0985, -4.0265, 2.4093)  0.339
H (-4.3340, -3.5580, -1.3923)  0.450
H (-2.4755, -1.7680, 1.9285)  -0.125
H (-2.9216, -1.8500, -3.2298)  0.373
H (-1.4187, -2.6696, -2.7863)  0.121
H (-1.5492, -0.9403, -2.5406)  -0.409
Br (1.1097, -4.0184, -2.1747)  -0.184
C (2.4138, -2.7384, -2.6950)  0.400
C (3.5802, -3.2386, -3.2573)  -0.575
C (4.5649, -2.3684, -3.6947)  -0.493
C (4.3725, -0.9977, -3.5945)  -0.767
C (3.1954, -0.5127, -3.0552)  -0.481
C (2.2039, -1.3694, -2.5812)  0.129
C (0.9967, -0.7171, -1.9542)  0.441
O (0.5151, 0.2879, -2.4783)  -0.576
O (0.6039, -1.2652, -0.8600)  -0.724
H (3.7100, -4.3078, -3.3499)  0.415
H (5.4774, -2.7659, -4.1191)  0.377
H (5.1355, -0.3108, -3.9350)  0.390
H (3.0153, 0.5518, -2.9812)  0.418
S (-2.3214, 1.3537, 1.0445)  -0.514
C (-2.1559, 2.1022, -0.5231)  0.394
N (-2.8909, 1.6682, -1.5491)  -0.133
C (-2.5881, 2.0072, -2.9395)  -0.456
C (-2.0308, 3.4196, -2.9934)  -0.806
C (-0.8670, 3.5343, -2.0261)  -0.428
N (-1.2987, 3.0899, -0.7016)  -0.060
H (-3.4653, 0.8656, -1.3471)  0.246
H (-3.5077, 1.9210, -3.5162)  0.437
H (-1.8517, 1.3016, -3.3323)  0.140
H (-2.8088, 4.1387, -2.7288)  0.341
H (-1.6928, 3.6425, -4.0044)  0.403
H (-0.5150, 4.5596, -1.9346)  0.465
H (-0.0346, 2.9019, -2.3471)  0.142
H (-0.6710, 3.2669, 0.0705)  0.133
O (0.6157, 1.3351, 0.3867)  0.760
N (1.8689, 1.0561, 0.3582)  -0.357
C (2.6366, 2.1126, 0.3512)  0.667
C (2.0651, 3.4264, 0.3318)  0.168
N (1.5260, 4.4428, 0.3093)  -0.646
C (4.0538, 1.9277, 0.3639)  -0.165
N (5.1960, 1.7985, 0.3791)  -0.571

The following is a quantum chemistry calculation of 2 unconnected molecules or ions with the total composition C26H47Br2F7N4O4P, from the OMol25 dataset.

As for the multiplicity: 1. The net charge is +1. The calculation puts the frontier orbital gap at 9.0 eV. The LUMO energy comes out at -2.8 eV.

Last column: Mulliken charge in e.
Positions of all 91 atoms, in Å:
C (2.0554, -0.5539, 2.2048)  0.098
C (1.1757, 0.2674, 2.2175)  -1.335
C (-0.0452, 1.2336, 2.2343)  -0.706
C (-0.1570, 2.1947, 0.9713)  0.193
C (-1.5638, 2.2576, 0.2589)  -1.297
N (-1.9321, 1.0562, -0.6139)  1.817
N (-2.9420, 0.3956, 0.1684)  -0.730
C (-2.6690, 1.6506, -1.7899)  -1.172
C (-3.8787, 0.7822, -2.3814)  0.252
O (-5.1580, 1.3091, -1.9556)  -0.604
C (-3.8774, 0.9091, -3.9797)  -0.764
N (-4.2667, -0.4080, -4.5870)  -0.567
C (-0.7526, 0.1661, -0.9601)  0.771
C (-0.6744, -1.1753, -0.0855)  -1.096
C (-1.6759, -2.3379, -0.5984)  0.088
C (-2.1237, -3.2088, 0.6778)  -0.502
C (-1.9560, -4.7664, 0.4556)  -0.598
O (-2.5495, -5.3999, 1.6263)  -0.390
C (-1.5427, -5.9857, 2.4624)  -0.632
P (-0.8439, -0.5714, -2.7444)  0.107
O (0.1998, -1.6219, -2.9943)  -0.688
C (0.6768, 0.9533, -1.0405)  -3.539
O (1.7901, 0.0946, -0.8998)  0.820
C (2.6636, 0.0108, -2.0271)  -0.646
C (3.6554, -1.2421, -1.9645)  0.332
C (2.9394, -2.6382, -2.1000)  -1.363
C (4.6618, -1.1759, -0.7325)  1.192
C (6.1572, -1.0350, -1.3207)  -1.399
C (4.6869, -2.4724, 0.1905)  -1.563
N (0.8599, 2.0463, -0.0729)  0.828
C (1.4719, 3.2367, -0.5213)  0.596
F (2.3213, 3.1000, -1.6169)  -0.320
F (0.5615, 4.2598, -0.9493)  -0.389
C (2.3868, 4.0086, 0.5734)  0.729
F (3.3501, 4.7225, -0.1464)  -0.299
F (1.6595, 4.9979, 1.2397)  -0.253
C (3.1946, 3.0603, 1.5495)  0.563
F (2.5156, 2.9797, 2.7454)  -0.245
F (4.3873, 3.7187, 1.8458)  -0.302
F (3.5586, 1.8672, 1.0155)  -0.176
H (2.5975, -1.5285, 2.2007)  0.437
H (-0.9427, 0.5951, 2.4440)  0.569
H (0.1023, 1.8585, 3.1682)  0.246
H (-0.0330, 3.2427, 1.3980)  1.126
H (-1.5470, 3.2281, -0.3286)  0.316
H (-2.3142, 2.4570, 1.0808)  0.029
H (-3.7530, 1.0274, 0.2844)  0.440
H (-2.6208, 0.2902, 1.1420)  0.112
H (-3.2285, 2.5880, -1.4669)  0.620
H (-1.9745, 2.0327, -2.6006)  0.492
H (-3.8360, -0.3082, -2.1278)  0.328
H (-5.5270, 0.6701, -1.3145)  0.395
H (-2.8601, 1.2083, -4.3783)  0.149
H (-4.6834, 1.6478, -4.2829)  0.456
H (-4.8311, -0.9206, -3.8963)  0.243
H (-4.9192, -0.2168, -5.3581)  0.312
H (-0.9369, -1.0285, 0.9941)  0.314
H (0.3260, -1.6770, -0.1114)  0.270
H (-2.6356, -1.8916, -0.9959)  -0.236
H (-1.1714, -3.0336, -1.3201)  0.613
H (-1.5520, -2.9475, 1.6125)  0.257
H (-3.2210, -3.0351, 0.9062)  0.232
H (-2.5773, -5.1259, -0.4181)  0.273
H (-0.8889, -5.1094, 0.3687)  0.388
H (-1.8878, -6.1146, 3.5360)  0.235
H (-0.5925, -5.3740, 2.5212)  0.275
H (-1.3301, -7.0427, 2.0980)  0.271
H (-2.1012, -1.1633, -3.0336)  0.319
H (-0.6293, 0.4923, -3.6821)  0.173
H (0.6809, 1.4033, -2.0893)  0.921
H (3.3951, 0.8830, -2.1084)  0.164
H (2.1436, 0.0008, -3.0390)  0.223
H (4.2956, -1.1229, -2.8969)  0.464
H (2.4680, -2.6670, -3.1311)  0.346
H (2.2038, -2.8867, -1.2886)  0.069
H (3.6927, -3.4884, -2.1175)  0.436
H (4.5284, -0.2905, -0.0523)  -0.331
H (6.8661, -1.2433, -0.4653)  0.388
H (6.3280, -1.6842, -2.2186)  0.352
H (6.2914, 0.0710, -1.5472)  0.334
H (5.3707, -2.2712, 1.0583)  0.392
H (3.6380, -2.6934, 0.5295)  0.260
H (5.0669, -3.3204, -0.4585)  0.382
Br (-2.7138, 2.5268, 3.7432)  -0.015
C (-2.1527, 3.8992, 5.0145)  -0.647
C (-1.5598, 3.2839, 6.2561)  -0.590
Br (-2.9463, 2.5764, 7.4241)  -0.113
H (-3.0234, 4.5202, 5.2148)  0.448
H (-1.4055, 4.4899, 4.4837)  0.339
H (-1.0461, 4.0408, 6.8488)  0.402
H (-0.8733, 2.4659, 6.0452)  0.310

The following is a quantum chemistry calculation of a gas-phase ion, C3H5O3S (charge -1), from the OMol25 dataset.

As for the multiplicity: 1. The net charge is -1. As for the SMILES: CCC([O-])=S(=O)=O. The calculation puts the frontier orbital gap at 7.3 eV. The LUMO energy comes out at 4.1 eV. Its energy relative to the best compared isomer or geometry (same formula, charge and spin) is 121.5 kJ/mol.

Last column: Mulliken charge in e.
Positions of all 12 atoms, in Å:
C (0.2913, 0.8553, -0.1554)  -0.898
C (0.3392, -0.5295, 0.2848)  -0.262
C (1.8575, -0.9809, 0.5272)  0.335
O (1.9715, -2.0725, 1.1178)  -0.604
S (3.3711, -0.0497, -0.2544)  0.431
O (3.0190, -0.1939, -1.6804)  -0.604
O (3.1756, 1.2765, 0.4144)  -0.668
H (-0.6573, 1.4161, 0.2321)  0.281
H (0.4078, 0.9228, -1.2645)  0.244
H (1.1700, 1.4304, 0.3203)  0.258
H (0.0918, -1.2561, -0.4688)  0.198
H (-0.2544, -0.8760, 1.2073)  0.289

For each record above, in turn, the calculated largest force on an atom values are 3.5 0.2 3.3 3.9 eV Å⁻¹.